This record from OMol25 describes a molecular structure, C32H80CuF8N2O38S14 in a non-equilibrium geometry. The level of theory is ωB97M-V/def2-TZVPD.

XYZ file:
```
175
Properties=species:S:1:pos:R:3
Cu -2.6061 4.7189 -0.1672
N -5.7143 5.2574 2.7730
S -7.0226 5.9810 2.9313
O -6.9747 7.1332 3.7537
O -8.2139 5.1847 2.8697
F -6.9337 6.6691 1.4728
S -5.6865 4.7341 4.4362
O -6.8617 4.1163 4.8892
O -5.0689 5.6247 5.3258
F -4.7161 3.5004 4.2073
C -1.2058 -0.7581 -2.5055
F 0.1320 -0.5542 -2.7108
F -1.9362 0.1021 -3.2826
F -1.5551 -1.9165 -3.0826
S -1.6229 -0.7824 -0.6761
O -3.0382 -0.4913 -0.5660
O -1.3015 -2.1399 -0.2531
N -0.7576 0.6157 -0.0365
S 0.6682 0.0220 0.3717
O 1.0522 -1.2810 -0.1891
O 1.6958 1.1001 0.2046
C 0.4890 -0.3520 2.2855
F -0.5019 -1.2591 2.4098
F 1.6971 -0.8303 2.6523
F 0.3692 0.7434 2.9315
O 10.7772 -1.6159 0.7488
S 10.5132 -2.1703 2.0185
O 11.5897 -2.4160 2.9532
O 9.3228 -1.2604 2.7591
C 9.5978 -0.3739 3.8334
C 9.9792 0.9515 3.3095
C 9.5948 -3.8180 1.6359
H 10.3141 -0.8763 4.4835
H 8.7033 -0.2808 4.4494
H 10.9059 0.8159 2.7519
H 10.2547 1.7326 4.0182
H 9.1811 1.3095 2.6591
H 8.6639 -3.5830 1.1200
H 9.4255 -4.3259 2.5854
H 10.0626 -4.4860 0.9128
O -1.9683 -4.2143 8.9276
S -3.0744 -3.9622 9.8242
O -4.0004 -4.9644 10.4799
O -2.5786 -2.8441 10.9824
C -1.3127 -2.1446 10.8956
C -1.2044 -1.1558 9.7268
C -4.2835 -2.7716 8.9386
H -0.4676 -2.7489 11.2253
H -1.3335 -1.5355 11.7993
H -2.1827 -0.9215 9.3069
H -0.5878 -1.6898 9.0038
H -0.6641 -0.2411 9.9709
H -4.6894 -2.0661 9.6636
H -5.0563 -3.3803 8.4691
H -3.7632 -2.1555 8.2053
O 10.9190 -8.5067 7.9279
S 10.9509 -7.4233 7.0168
O 11.4778 -7.4325 5.6664
O 9.4145 -6.6094 7.0268
C 8.5724 -6.6254 8.0915
C 7.6735 -5.3641 8.0632
C 11.8832 -6.0218 7.9232
H 9.0802 -6.8132 9.0376
H 8.0649 -7.5880 8.0276
H 8.1455 -4.4326 8.3755
H 6.7741 -5.6149 8.6257
H 7.3246 -5.1877 7.0457
H 12.8363 -6.4736 8.1981
H 11.4305 -5.6816 8.8546
H 12.0490 -5.1329 7.3145
O -6.9007 4.5967 -5.0849
S -7.3453 4.9090 -6.4532
O -6.5308 4.3716 -7.6146
O -8.9151 4.5435 -6.5383
C -9.4305 4.5645 -7.8190
C -10.8614 5.1603 -8.0832
C -7.4546 6.8364 -6.5692
H -9.4781 3.5296 -8.1580
H -8.7914 4.9779 -8.5991
H -11.0197 6.2241 -7.9063
H -11.7238 4.8467 -7.4950
H -11.2687 4.9670 -9.0756
H -6.4672 7.0610 -6.1658
H -8.3515 7.0881 -6.0032
H -7.4912 7.0691 -7.6335
O -14.7670 2.9511 -3.9541
S -13.7069 2.7316 -2.9198
O -13.9336 2.2217 -1.5704
O -12.5239 1.7111 -3.5531
C -11.3564 1.5347 -2.7522
C -10.4467 0.6049 -3.5978
C -12.7859 4.3227 -2.8543
H -11.5071 1.0075 -1.8101
H -10.8838 2.4792 -2.4827
H -9.8485 1.0601 -4.3872
H -11.0164 -0.1892 -4.0803
H -9.7284 0.2007 -2.8846
H -12.1093 4.3197 -3.7089
H -12.3081 4.5481 -1.9008
H -13.5353 5.1114 -2.7873
O -2.2995 -0.6051 -12.8739
S -2.7169 -0.1949 -11.5648
O -1.9081 -0.6951 -10.4548
O -3.0559 1.5076 -11.6146
C -3.3467 2.1763 -12.8241
C -3.8220 3.5539 -12.3830
C -4.4716 -0.7240 -11.2255
H -4.1463 1.7072 -13.3974
H -2.4881 2.3650 -13.4685
H -3.0812 4.2276 -11.9526
H -4.7143 3.6090 -11.7594
H -4.1299 4.1744 -13.2246
H -4.8195 -0.6765 -10.1936
H -4.4917 -1.7687 -11.5359
H -4.9463 0.0333 -11.8493
O 5.9465 -8.1876 -6.1887
S 5.5035 -7.3309 -5.0514
O 6.4408 -6.9813 -3.9792
O 4.5426 -6.1149 -5.6206
C 4.2911 -5.1448 -4.6444
C 4.6168 -3.8521 -5.4185
C 4.1406 -8.2718 -4.3143
H 4.8980 -5.2828 -3.7495
H 3.2515 -5.1077 -4.3191
H 4.6147 -2.9990 -4.7399
H 3.9915 -3.6473 -6.2875
H 5.5995 -3.9137 -5.8861
H 4.6527 -9.1764 -3.9864
H 3.4144 -8.4580 -5.1056
H 3.7122 -7.7847 -3.4384
O 1.2329 6.6889 3.6262
S 1.9677 7.3911 4.7189
O 1.4266 8.6768 5.0628
O 1.8235 6.5237 6.1641
C 1.9813 7.2229 7.3923
C 2.6071 6.3119 8.4779
C 3.7952 7.3782 4.4713
H 1.0308 7.7098 7.6106
H 2.6367 8.0595 7.1501
H 3.1727 5.5002 8.0202
H 1.7677 5.7298 8.8581
H 3.0468 6.8784 9.2988
H 4.1629 6.3536 4.4145
H 4.2036 7.9052 5.3336
H 4.0931 7.9103 3.5679
O 2.4473 -10.2768 4.8938
S 2.3830 -9.9219 3.4501
O 3.4755 -9.9979 2.4154
O 1.1708 -10.8578 2.8199
C 0.1323 -11.2373 3.7071
C 0.0022 -12.7583 3.6886
C 1.5909 -8.2552 3.3879
H -0.8713 -10.8829 3.4717
H 0.3058 -11.0030 4.7574
H 0.9153 -13.2585 4.0111
H -0.3098 -13.1186 2.7083
H -0.7856 -13.1409 4.3375
H 0.9018 -8.1580 4.2268
H 0.9748 -8.1826 2.4917
H 2.3834 -7.5237 3.2297
O 1.2059 6.2108 -4.0089
S 1.9329 6.9722 -5.0124
O 1.2849 8.0371 -5.7769
O 3.2371 7.7332 -4.2347
C 3.9387 8.7766 -4.9279
C 4.8687 9.4848 -3.9022
C 2.8227 5.8616 -6.2210
H 3.3586 9.6341 -5.2689
H 4.4400 8.3770 -5.8094
H 4.2854 10.0120 -3.1473
H 5.3877 10.3390 -4.3370
H 5.5213 8.8446 -3.3086
H 1.9642 5.4907 -6.7809
H 3.3423 5.0720 -5.6781
H 3.3518 6.6519 -6.7535
```

As for the charge: 0. The calculation puts the frontier orbital gap (spin up / spin down) at 3.5 / 1.6 eV. The multiplicity is 2. As for the expectation value of S²: 0.76. The value obtained for the energy above the lowest of the compared OMol25 structures with the same formula, charge and spin is 844.8 kJ/mol. Its lowest unoccupied orbital energy (spin up / spin down) is -0.186 / -0.257 Eh.


This record from OMol25 describes a molecular structure, C18H19F3N6O8PtS2. The level of theory is ωB97M-V/def2-TZVPD.

XYZ file:
```
57
Properties=species:S:1:pos:R:3
Pt 0.9233 0.1575 -0.7816
O 4.1663 -0.3779 1.7635
C 3.1085 -0.6036 1.1773
O 2.2664 0.3143 0.8546
C 2.7441 -2.0673 0.9316
C 2.9251 -2.9028 2.0290
C 2.6421 -4.2591 1.9783
C 2.1932 -4.8077 0.7832
C 2.0246 -3.9930 -0.3242
C 2.2807 -2.6175 -0.2785
S 2.0639 -1.6950 -1.7681
H 3.3045 -2.4529 2.9373
H 2.7736 -4.8792 2.8576
H 1.9654 -5.8662 0.7118
H 1.6698 -4.4130 -1.2582
C -1.5544 -4.1680 -0.6368
C -2.0337 -3.8621 0.7773
C -2.3338 -2.3684 1.0191
C -2.7897 -2.1486 2.4699
C -3.0471 -0.6801 2.7877
C -3.4636 -1.9612 0.0972
O -4.5855 -2.4276 0.1901
N -3.1485 -1.0624 -0.8738
C -1.8972 -0.4850 -1.1096
O -1.7859 0.2456 -2.0882
N -0.8796 -0.7704 -0.2668
C -1.0156 -1.6124 0.8018
O -0.1151 -1.8029 1.5926
H -1.3304 -5.2314 -0.7440
H -0.6448 -3.6144 -0.8778
H -2.3139 -3.9112 -1.3802
H -1.2651 -4.1447 1.4995
H -2.9460 -4.4204 1.0039
H -2.0034 -2.5445 3.1145
H -3.6948 -2.7408 2.6228
H -2.1390 -0.0883 2.6557
H -3.3765 -0.5533 3.8211
H -3.8174 -0.2558 2.1413
H -3.8988 -0.7196 -1.4548
N -1.1867 3.1192 -2.2134
C -0.5473 3.9927 -1.4173
N -1.2720 5.0196 -0.9113
N 0.7521 3.9605 -1.1445
C 1.3982 2.8835 -1.5169
N 2.0134 1.9400 -1.8294
H -2.1869 3.0790 -2.0775
H -0.7638 2.2089 -2.3497
H -2.2593 4.8095 -0.7697
H -0.8185 5.4741 -0.1362
F -3.6122 2.5299 3.0384
C -3.8472 3.4094 2.0607
F -5.0798 3.9100 2.2587
F -2.9782 4.4242 2.2075
S -3.6775 2.6600 0.3843
O -3.9417 3.8118 -0.4799
O -4.6847 1.6320 0.3461
O -2.2984 2.2362 0.3519
```

As for the charge: -2. The calculation puts the frontier orbital gap (spin up / spin down) at 6.4 / 6.8 eV. The multiplicity is 3. As for the expectation value of S²: 2.01. The value obtained for the energy above the lowest of the compared OMol25 structures with the same formula, charge and spin is 0.0 kJ/mol. Its lowest unoccupied orbital energy (spin up / spin down) is 0.171 / 0.171 Eh.


This record from OMol25 describes a single C4H6N2 molecule. The level of theory is ωB97M-V/def2-TZVPD.

XYZ file:
```
12
Properties=species:S:1:pos:R:3
N -0.9270 -1.2519 -0.3232
C -1.0813 0.1690 -0.2214
C -0.0005 -0.4079 -1.0569
C 1.0471 0.3677 -0.1711
N 1.0319 -0.0082 1.2202
C -0.0273 0.8428 0.7166
H -0.5789 -1.7091 0.5161
H -1.9840 0.6737 -0.5416
H 0.0656 -0.5675 -2.1289
H 1.7973 1.0298 -0.5724
H 0.7657 -0.9705 1.4176
H -0.1085 1.8319 1.1449
```

As for the charge: 0. The calculation puts the frontier orbital gap at 10.3 eV. Its structure (SMILES) is N1[C@H]2[C@@H]1[C@H]1N[C@@H]21. The value obtained for the energy above the lowest of the compared OMol25 structures with the same formula, charge and spin is 392.8 kJ/mol. Its lowest unoccupied orbital energy is 0.047 Eh.


This record from OMol25 describes a molecular structure, C12H26BeNO5P2S in a non-equilibrium geometry. The level of theory is ωB97M-V/def2-TZVPD.

XYZ file:
```
48
Properties=species:S:1:pos:R:3
Be 0.0280 0.4199 -0.2175
P -2.3010 0.3967 -0.4380
C -2.1730 0.7764 -2.1431
C -0.9153 1.2670 -2.5628
N 0.1833 1.1005 -1.7294
C 1.4203 1.4043 -2.1784
C 1.6208 2.0892 -3.3656
C 0.5084 2.3868 -4.1664
C -0.7484 1.9476 -3.7928
C 2.6186 1.0077 -1.3286
P 2.2170 -0.4891 -0.3242
H -1.6525 2.1274 -4.3818
H 2.6478 2.3693 -3.6183
H 0.6496 2.9602 -5.0755
H 3.4922 0.7777 -1.9679
H 2.9071 1.8390 -0.6497
H -2.1609 -1.2406 -3.8231
H -3.0550 0.9513 -2.7721
H -0.7666 -3.3361 -2.6819
O -1.9452 -2.1745 -3.9644
H -2.4843 -2.4271 -4.7474
H 0.0685 -0.9555 -0.4053
O -0.4330 -3.7655 -1.8570
H 0.3755 -3.3020 -1.6269
C 2.7821 -1.7817 -1.4658
H 3.8224 -1.6098 -1.7684
H 2.6984 -2.7444 -0.9435
H 2.1378 -1.8129 -2.3537
C 3.5635 -0.3562 0.8864
H 3.5525 -1.2618 1.5060
H 4.5421 -0.2687 0.3946
H 3.4094 0.5136 1.5380
C -3.0200 1.8392 0.4263
H -3.9995 2.0594 -0.0302
H -3.1219 1.6039 1.4972
H -2.3518 2.7102 0.3222
C -3.4033 -1.0170 -0.2498
H -3.5325 -1.1721 0.8294
H -4.3557 -0.7880 -0.7441
H -2.9201 -1.8885 -0.7088
C 1.1593 0.5221 3.4078
S -0.3444 0.9647 2.5060
O -1.2392 -0.1924 2.4281
O -0.8264 2.2427 2.9931
O 0.2505 1.2551 1.0647
H 0.9507 0.4142 4.4696
H 1.8788 1.3305 3.2898
H 1.5424 -0.4256 3.0350
```

As for the charge: +1. The calculation puts the frontier orbital gap (spin up / spin down) at 7.0 / 5.5 eV. The value obtained for the energy above the lowest of the compared OMol25 structures with the same formula, charge and spin is 292.9 kJ/mol. Its lowest unoccupied orbital energy (spin up / spin down) is -0.178 / -0.205 Eh.


This record from OMol25 describes a molecular structure, C22H56BClFN5NaO10P2 in a non-equilibrium geometry. The level of theory is ωB97M-V/def2-TZVPD.

XYZ file:
```
99
Properties=species:S:1:pos:R:3
C -2.4649 1.0915 -2.3339
C -1.7642 0.9797 -1.3418
P -0.6467 0.5404 0.1521
C 0.4808 0.0166 1.6553
C 1.1100 -1.3790 1.4701
F 1.7425 -1.7258 2.7289
C 0.9086 0.6428 -0.9688
B 1.0214 1.9529 -1.8572
O 0.4710 3.2036 -1.5620
O 1.7704 1.8826 -3.0736
H -3.1550 0.8513 -3.1142
H -0.8674 -0.8796 -0.1475
H -1.8160 0.4999 1.0288
H -0.5303 1.9496 0.4828
H 1.2555 0.7753 1.8791
H -0.1814 -0.0763 2.5376
H 1.8901 -1.3726 0.6890
H 0.3492 -2.1551 1.3112
H 1.8729 0.5609 -0.4045
H 0.8932 -0.2443 -1.6421
H 1.0380 3.7018 -0.9669
H 2.5795 1.4216 -2.8233
C 5.0715 -5.1242 -0.3279
O 4.5582 -4.9017 -1.6368
C 3.2078 -4.3983 -1.6175
C 2.9449 -3.5449 -2.8440
O 3.5404 -2.2639 -2.7814
C 4.9488 -2.2000 -2.9399
C 5.4215 -2.4699 -4.3552
O 5.3819 -3.8760 -4.6459
C 5.2136 -4.1416 -6.0338
H 4.5174 -5.9221 0.1733
H 6.1173 -5.4198 -0.4178
H 5.0248 -4.2079 0.2634
H 3.0326 -3.8084 -0.7148
H 2.5281 -5.2574 -1.6161
H 1.8695 -3.3651 -2.8937
H 3.2188 -4.0597 -3.7699
H 5.4567 -2.8379 -2.2140
H 5.2162 -1.1706 -2.6932
H 6.4582 -2.1353 -4.4672
H 4.7870 -1.9231 -5.0573
H 4.3118 -3.6568 -6.4149
H 5.1019 -5.2203 -6.1652
H 6.0873 -3.8054 -6.5976
O -3.3608 6.9742 2.7395
P -3.4869 5.7992 1.7643
N -5.1850 5.9941 1.4420
C -6.1694 5.8622 2.4947
C -5.4571 7.1922 0.6692
N -3.1141 4.5593 2.8908
C -4.0007 3.4949 3.2992
C -2.2279 4.9098 3.9867
N -3.3825 4.5379 0.5035
C -2.2100 4.7471 -0.3595
C -4.4876 4.0607 -0.3222
H -7.1761 5.9999 2.0876
H -6.0237 6.5865 3.3106
H -6.1695 4.8571 2.9132
H -4.7917 7.2404 -0.2010
H -5.3090 8.1077 1.2606
H -6.4805 7.1838 0.2833
H -4.6667 3.8132 4.1152
H -3.4254 2.6370 3.6586
H -4.6090 3.1200 2.4760
H -2.7684 5.4216 4.7996
H -1.4280 5.5650 3.6442
H -1.7475 4.0189 4.4018
H -2.3596 5.5953 -1.0331
H -1.9901 3.8569 -0.9510
H -1.3216 4.9503 0.2536
H -4.8389 4.8112 -1.0388
H -5.3292 3.7271 0.2793
H -4.1536 3.1739 -0.9022
Na 5.1155 -5.8840 -3.5088
O -3.4124 6.9144 -2.7464
H -2.9316 6.5436 -3.4939
H -2.7294 7.3388 -2.2172
Cl -4.8628 1.5798 -2.0079
O 2.1440 -7.4544 -3.2881
C 2.1348 -8.3582 -2.4982
O 3.0941 -9.3128 -2.4516
C 2.7389 -10.3100 -1.4727
C 1.7703 -9.6151 -0.5324
C 1.0686 -8.6330 -1.4627
H 2.2828 -11.1564 -1.9902
H 3.6362 -10.6531 -0.9618
H 1.0955 -10.3021 -0.0255
H 2.3243 -9.0649 0.2309
H 0.2049 -9.0818 -1.9557
H 0.7806 -7.7197 -0.9483
C -1.1608 2.2754 7.0291
O -1.8945 1.7872 6.1973
N -1.4486 3.4523 7.6683
N 0.0236 1.6944 7.4024
H -0.8505 3.8674 8.3558
H -2.3062 3.9113 7.4202
H 0.2722 0.8315 6.9545
H 0.6394 2.0881 8.0868
```

As for the charge: -1. The calculation puts the frontier orbital gap at 1.1 eV. Its lowest unoccupied orbital energy is -0.030 Eh.


no.,calculated total energy (eV)
1,-333312.79311
2,-77370.70361
3,-7221.51990
4,-54401.99700
5,-90551.51882